(P)
8
Properties=species:S:1:pos:R:3 method="wB97M-V/def2-TZVPD" charge=0 gap_ev="7.0 / 7.0" homo_ha="-0.3078 / -0.3079" lumo_ev="-1.3 / -1.3"
C -0.5582 0.5491 -0.3941
C 0.6612 -0.0648 -0.3319
P -2.5945 0.3281 4.3591
Cl -2.0436 -1.4838 4.9536
H -0.9613 1.4092 0.0973
H -1.2866 0.0231 -0.9901
H 0.6645 -1.0183 -0.8375
H 1.5426 0.0422 0.2854

***

(Q)
8
Properties=species:S:1:pos:R:3 method="wB97M-V/def2-TZVPD" charge=0 gap_ev="6.8 / 6.6" homo_ha="-0.2760 / -0.2651" lumo_ev="-0.7 / -0.6"
C -0.0471 0.2810 -0.4070
C 1.2857 0.3235 0.0597
P -2.1098 -1.1659 1.5167
Cl -3.1767 -1.5224 -0.0434
H -0.5463 1.1189 -0.9280
H 1.5478 -0.4726 0.7886
H 1.7582 1.2986 0.0776
H 1.2882 0.1389 -1.0642

***

Verdict on stability: (P) comes out on top.

***

(P)
99
Properties=species:S:1:pos:R:3 method="wB97M-V/def2-TZVPD" charge=-2 gap_ev=3.5 homo_ha=0.0114 lumo_ev=3.8
N 2.2923 4.2409 -1.8148
S 1.8537 5.3752 -2.8096
O 0.5668 5.3123 -3.4501
O 2.8589 6.0056 -3.6140
F 1.5653 6.5015 -1.6794
S 2.5106 3.0641 -2.9397
O 3.6745 3.2227 -3.7532
O 1.3182 2.4790 -3.4570
F 3.0204 1.9469 -1.9228
C 0.5683 0.4272 0.1492
O 1.7709 0.6154 0.7487
H -0.0347 -0.4063 0.6170
H -0.0518 1.3565 0.2745
H 0.7046 0.3018 -0.9547
C 1.9943 -1.4600 -3.3426
C 2.5773 -1.9110 -2.0188
C 3.2137 -3.2842 -2.0956
O 3.7266 -3.7432 -0.8828
C 4.3484 -4.9778 -1.0255
N 3.5450 -0.9598 -1.4407
H 2.7503 -1.2736 -4.1186
H 1.3671 -0.5765 -3.2313
H 1.3907 -2.2197 -3.8645
H 1.7535 -1.9750 -1.2975
H 3.9770 -3.2845 -2.9072
H 2.5390 -4.0317 -2.5587
H 4.9221 -5.1894 -0.1197
H 5.2364 -4.8511 -1.6854
H 3.7654 -5.7939 -1.4621
H 3.0944 -0.0566 -1.6059
H 4.3217 -0.9894 -2.1069
C -0.1231 -5.6204 0.7027
C 0.0157 -4.2050 0.1279
C -1.3064 -3.4761 0.0264
O -1.8422 -3.7702 -1.2520
C -3.0961 -3.1842 -1.4748
N 0.8817 -3.3990 1.0414
H -0.2422 -5.6800 1.7897
H 0.7448 -6.2589 0.5112
H -0.9971 -6.1094 0.2521
H 0.5447 -4.3313 -0.8185
H -1.1961 -2.3929 0.1702
H -1.9553 -3.7891 0.8617
H -3.0327 -2.0938 -1.4452
H -3.8951 -3.4806 -0.7702
H -3.4756 -3.6309 -2.3958
H 0.2000 -3.0244 1.6932
H 1.4009 -4.0487 1.6241
C -2.1055 0.9967 -2.1002
C -3.0749 1.8876 -2.8539
C -2.3198 2.9966 -3.5771
O -3.2553 3.9117 -4.1344
C -2.5755 4.9474 -4.8206
N -3.9316 1.0626 -3.7112
H -2.6713 0.2044 -1.6061
H -1.6102 1.5003 -1.2662
H -1.3108 0.6103 -2.7402
H -3.7039 2.3963 -2.1144
H -1.5960 2.5917 -4.2917
H -1.7800 3.5189 -2.7782
H -3.3197 5.5137 -5.3851
H -1.7754 4.6351 -5.4956
H -2.1373 5.6040 -4.0619
H -4.6334 1.6208 -4.1832
H -3.3584 0.6520 -4.4423
C -2.0107 2.5283 4.2118
C -0.9769 3.0474 3.2028
C -1.5439 4.0264 2.1827
O -0.6691 4.0778 1.0899
C -1.2765 4.7025 -0.0088
N 0.1644 3.6833 3.9009
H -2.7915 1.9748 3.6712
H -2.5979 3.3995 4.5273
H -1.5778 1.8794 4.9636
H -0.5079 2.2524 2.6130
H -1.6764 5.0069 2.6677
H -2.4962 3.6041 1.8289
H -2.1914 4.1901 -0.3451
H -0.5969 4.5405 -0.8447
H -1.4668 5.7767 0.0873
H -0.2601 4.4442 4.4375
H 0.4625 3.0527 4.6419
C 0.9133 0.1057 4.7949
C 0.8734 -1.4015 4.6921
C -0.3739 -1.7935 3.9288
O -0.4428 -3.1592 3.5242
C -0.5910 -4.0389 4.6195
N 2.0822 -1.8926 3.9959
H 1.8762 0.5808 5.0317
H 0.1922 0.6517 5.4044
H 0.8904 0.5726 3.7943
H 0.8927 -1.7714 5.7316
H -0.4411 -1.1939 3.0188
H -1.2635 -1.5903 4.5418
H -1.2334 -3.5914 5.3941
H 0.3846 -4.2769 5.0462
H -1.2209 -4.8696 4.2970
H 2.0278 -2.9071 4.0242
H 2.8399 -1.6313 4.6205

***

(Q)
99
Properties=species:S:1:pos:R:3 method="wB97M-V/def2-TZVPD" charge=-2 gap_ev=3.0 homo_ha=0.0307 lumo_ev=3.9
N -2.0430 -0.8305 -4.2026
S -1.9217 -2.3624 -4.4921
O -2.1715 -3.2406 -3.3335
O -1.0610 -2.7721 -5.6137
F -3.3357 -2.4942 -5.2540
S -0.3912 -0.7387 -3.6998
O 0.6385 -0.5658 -4.7757
O -0.0547 -1.5327 -2.5266
F -0.4319 0.6994 -3.1384
C -1.8476 0.0417 -0.1630
O -2.9223 -0.6955 -0.6580
H -1.6150 0.8741 -0.8271
H -2.1631 0.3695 0.8275
H -1.0341 -0.6604 0.0196
C 2.3524 5.2255 -3.7298
C 2.9959 3.8441 -3.3047
C 2.0162 2.7266 -2.9184
O 1.0109 3.2667 -2.0783
C 1.1678 2.8283 -0.7846
N 3.9663 3.4235 -4.2453
H 1.5729 5.3915 -2.9861
H 1.9457 5.3235 -4.7363
H 3.0715 6.0334 -3.5948
H 3.6108 3.9285 -2.4086
H 2.4485 1.8363 -2.4617
H 1.6494 2.4009 -3.8918
H 0.9404 1.7623 -0.7784
H 0.3627 3.3103 -0.2299
H 2.1382 3.0261 -0.3294
H 3.4764 3.0426 -5.0421
H 4.4381 2.6037 -3.8911
C -2.2014 0.5178 5.4216
C -2.2609 0.0023 4.0011
C -1.0860 -0.9373 3.8444
O -0.9609 -1.7173 2.6037
C 0.0216 -2.6960 2.7175
N -3.4734 -0.7580 3.6609
H -1.5271 1.3610 5.5715
H -2.0789 -0.3580 6.0588
H -3.1263 0.9391 5.8157
H -2.1618 0.8476 3.3201
H -1.0892 -1.6708 4.6507
H -0.1390 -0.4452 4.0660
H 0.5667 -2.9193 1.8004
H -0.4716 -3.6138 3.0377
H 0.7445 -2.5957 3.5271
H -3.6635 -1.4218 4.3980
H -4.1652 -0.0457 3.8456
C 0.7761 -4.4737 -1.5213
C -0.5007 -4.7818 -0.7992
C -0.3760 -5.4398 0.6728
O -1.5086 -5.0257 1.4148
C -1.6606 -6.0166 2.4719
N -1.2888 -3.5589 -0.7003
H 1.3762 -3.7228 -1.0073
H 0.6911 -4.1892 -2.5701
H 1.3874 -5.3759 -1.4977
H -1.1309 -5.4052 -1.4336
H 0.3758 -4.9705 1.3073
H -0.0187 -6.4673 0.6031
H -1.6372 -7.0203 2.0474
H -2.6371 -5.9266 2.9478
H -1.0520 -5.8827 3.3662
H -0.7785 -2.6945 -0.5886
H -1.7861 -3.4151 -1.5675
C 5.9967 0.0852 2.6886
C 4.6138 0.1027 3.4172
C 3.5851 -0.7378 2.6895
O 3.4116 -0.1885 1.3640
C 2.3254 -0.8093 0.7218
N 4.6999 -0.6728 4.6581
H 6.6504 -0.7778 2.8152
H 6.5806 0.8450 3.2081
H 5.8573 0.1461 1.6093
H 4.2434 1.1000 3.6541
H 2.6257 -0.7326 3.2067
H 3.8228 -1.7989 2.6136
H 1.4173 -0.2950 1.0365
H 2.3850 -1.8885 0.8628
H 2.4079 -0.5724 -0.3389
H 4.0711 -0.1944 5.2873
H 4.2219 -1.5573 4.5617
C -3.5432 4.6017 0.0171
C -3.7772 3.8754 -1.2460
C -2.4455 3.6651 -2.0419
O -2.7918 2.9588 -3.2281
C -1.7785 3.0871 -4.2120
N -4.4385 2.5683 -0.8940
H -3.0001 5.5409 -0.0880
H -2.8775 4.0192 0.6541
H -4.4739 4.8381 0.5328
H -4.4517 4.3497 -1.9587
H -1.7403 3.0943 -1.4377
H -1.8527 4.5527 -2.2628
H -1.8180 4.0997 -4.6137
H -1.9928 2.4324 -5.0567
H -0.7455 3.0376 -3.8677
H -5.2930 2.8500 -0.4351
H -3.8650 2.1871 -0.1551

***

Verdict on stability: (P) comes out on top.